No. 1
{"formula": "C25H32N4O4", "method": "wB97M-V/def2-TZVPD", "e_above_lowest_kcal_mol": 66.1, "total_charge": 0, "e_homo_ha": -0.2902, "smiles": "Cc1cc(C)cc(C(=O)N[C@H](CC(N)=O)c2ccc(NC3CCCCCC3)c([N+](=O)[O-])c2)c1", "species": ["H", "H", "C", "C", "C", "H", "H", "C", "N", "H", "H", "O", "H", "H", "H", "C", "H", "H", "O", "H", "H", "N", "C", "H", "C", "H", "C", "H", "H", "H", "C", "C", "O", "H", "H", "C", "H", "C", "N", "C", "C", "C", "C", "C", "C", "H", "H", "H", "H", "C", "H", "C", "H", "H", "C", "H", "C", "O", "H", "C", "H", "C", "N", "C", "H"], "coordinates": [[-0.64409, -4.00242, -1.33709], [-3.24990, 3.30030, 4.46609], [3.70244, -0.35722, -0.31133], [-3.97630, 3.97399, 2.55326], [-5.80751, 1.60063, 1.83751], [-3.65696, 4.95255, 2.91886], [0.02967, -2.78852, -2.44512], [6.06890, 0.85049, -1.07561], [1.24626, -5.63855, -1.63617], [-3.91518, 0.92721, 4.23599], [-6.34665, 1.70725, 2.77996], [1.92808, -0.71941, 1.23976], [7.00385, -0.41547, -3.31816], [6.21034, -1.96095, -2.98115], [-6.08196, 4.34513, 2.70012], [-3.99680, 2.99625, 3.72902], [-4.96945, 3.05662, 4.22140], [0.41248, -5.99093, -1.20239], [2.42725, -3.92109, -2.46452], [6.65675, 3.04483, 0.27347], [-1.00161, -2.60240, 1.78857], [-3.61333, 1.00176, 0.96005], [0.24801, -3.43009, -1.58979], [1.99571, -6.28162, -1.83417], [-5.35172, 4.14006, 1.91258], [-5.33327, 5.00947, 1.25173], [6.68488, -1.09395, -2.52894], [3.38283, 1.36097, 0.90120], [-6.84249, 3.12478, 0.77486], [6.99451, 1.31987, -1.38019], [-0.80301, -0.53845, -0.85057], [-5.81347, 2.93845, 1.09367], [-1.40034, 1.44113, -2.47080], [-6.36407, 0.88752, 1.22329], [5.06499, 3.62950, -0.21319], [1.40827, -4.33753, -1.95199], [7.57543, -1.42730, -1.99584], [5.58831, 2.85928, 0.35410], [1.82298, -1.77889, -0.74566], [-1.83795, 0.35064, -0.53596], [2.42140, -0.96177, 0.15174], [-3.69300, 1.54485, 3.36260], [4.55872, -1.00260, -1.19910], [0.63876, -2.53531, -0.39884], [-2.25741, -0.92813, 1.46197], [-2.79380, -1.08662, 2.38266], [4.32479, -1.98728, -1.57843], [2.30107, -2.04592, -1.59513], [-3.71095, 1.81004, 0.35207], [5.74706, -0.40214, -1.58570], [-4.64538, -0.09444, 2.36215], [-2.60556, 0.17503, 0.65017], [0.85719, -3.16523, 0.47793], [-3.24901, 3.65422, 1.80638], [4.05309, 0.88548, 0.20057], [-5.21756, 2.87508, 0.18191], [-4.44116, 0.96146, 2.14042], [-2.90107, 2.26714, -1.18123], [5.28939, 2.95083, 1.39584], [-0.49566, -1.60408, -0.04192], [-0.23446, -0.34409, -1.74771], [5.23533, 1.50422, -0.17995], [-2.05534, 1.40770, -1.44346], [-1.24361, -1.78419, 1.12662], [-2.62304, 1.44881, 3.16416]]}



No. 2
{"formula": "C25H32N4O4", "method": "wB97M-V/def2-TZVPD", "e_above_lowest_kcal_mol": 610.1, "total_charge": 0, "e_homo_ha": -0.2889, "species": ["H", "H", "H", "H", "H", "O", "C", "C", "H", "H", "N", "H", "H", "O", "O", "C", "H", "C", "C", "C", "C", "H", "C", "H", "N", "N", "C", "H", "H", "H", "H", "C", "H", "H", "C", "C", "H", "C", "H", "C", "C", "C", "H", "O", "C", "H", "H", "H", "H", "C", "C", "C", "H", "H", "H", "H", "H", "N", "H", "H", "C", "C", "C", "C", "C"], "coordinates": [[4.08189, 0.68147, -2.28828], [-7.48404, 0.52260, 0.11948], [4.38359, -2.48921, -1.08987], [3.68895, -2.79547, 2.30856], [3.94108, -3.78636, -0.05996], [3.87726, 3.58575, -2.00332], [4.29858, 2.62326, -1.50916], [-6.16712, -3.82243, -1.07569], [3.64089, -0.21832, 2.25136], [-7.75652, -4.84177, -2.24044], [3.45387, 0.80800, -0.18555], [-5.44984, -4.49328, -1.19786], [5.87900, -3.42139, 2.41449], [-4.39510, -0.35614, -0.11671], [1.49204, 3.14091, 0.20194], [4.46396, -2.87747, -0.00504], [2.65347, -2.05408, 0.81920], [3.30529, 1.46011, -1.28848], [1.29361, 1.74324, -0.50718], [4.45024, 0.01093, 0.33505], [-0.67418, 2.79484, 0.28586], [1.89138, -0.11456, 0.42660], [-5.86744, -2.45513, -0.78334], [7.15942, -4.40363, 1.54628], [5.47731, 2.74373, -1.13770], [0.43829, 3.75513, 0.35209], [1.86747, 1.57933, -1.77949], [6.27531, -4.02128, -0.56192], [-2.81346, 1.20306, -0.16088], [5.91029, 3.53177, -1.02861], [6.41831, -2.44593, 0.34004], [-2.07676, 3.39152, 0.49425], [-1.51621, 5.01908, 1.14915], [1.41630, 0.84214, -2.41351], [-4.40277, 2.60142, 0.43126], [5.82424, -3.35796, 0.41515], [5.58483, -4.98827, 1.60294], [-6.66529, -0.42041, -0.27512], [-0.56240, 1.43193, -1.12779], [-3.64066, 4.60499, 1.08230], [2.07117, 0.89727, 0.60059], [3.71937, -2.42400, 1.11352], [-3.99073, 5.74002, 1.68025], [5.56581, 0.13784, -0.70759], [4.43457, -0.85334, 1.40175], [5.43095, -1.11181, 1.97792], [-7.87958, -1.81001, -0.15987], [-7.69943, -5.39932, -0.44123], [5.87341, 1.79430, -0.85625], [-0.10863, 1.43606, -0.25345], [-2.98432, 2.20533, 0.25824], [6.17439, -4.15022, 1.65698], [2.34085, 1.26921, 1.39438], [1.78467, 2.40057, -2.35251], [-4.92821, -2.31060, -0.81752], [-8.62418, -3.79116, -0.84771], [-5.70471, 4.09715, 1.06201], [-5.41748, 1.69528, 0.21469], [-0.33236, 0.62828, 0.42545], [-6.39063, 2.06504, 0.58625], [-5.40278, 0.26667, 0.00694], [-2.44796, 4.56310, 0.84129], [-7.61267, -4.44844, -1.08648], [-4.64264, 3.94203, 1.02751], [-6.92396, -1.55140, -0.46530]]}



No. 3
{"formula": "C25H32N4O4S", "method": "wB97M-V/def2-TZVPD", "e_above_lowest_kcal_mol": 17.9, "total_charge": 0, "e_homo_ha": -0.2763, "smiles": "Cc1ccc(N2C[C@@H](C(=O)NCCS(=O)(=O)N3CCN(c4ccccc4)CC3)CC2=O)cc1C", "species": ["H", "N", "H", "H", "C", "H", "C", "H", "C", "C", "H", "N", "C", "C", "C", "H", "H", "C", "H", "H", "H", "H", "H", "N", "C", "C", "C", "H", "H", "N", "H", "C", "O", "O", "H", "H", "C", "H", "C", "H", "C", "C", "H", "H", "C", "H", "C", "H", "H", "H", "H", "C", "H", "H", "O", "C", "H", "S", "O", "C", "H", "C", "C", "H", "C", "C"], "coordinates": [[-1.52551, -4.74846, -1.37595], [-1.52329, 2.96704, -1.42718], [1.54828, 2.95850, 0.34520], [1.27096, -2.25613, 0.71518], [0.64959, 1.50177, 1.64943], [1.93026, -1.91554, -1.25230], [-1.28746, 3.23554, -2.82634], [4.77694, -0.89155, 2.01465], [3.25858, 0.61349, 2.09262], [4.66326, 0.14830, 2.31956], [-1.11749, 2.11582, -1.06359], [0.01129, -2.63000, -1.66649], [-0.34315, -5.02141, 1.76672], [2.18547, -0.02264, 2.72469], [0.61418, -3.11010, 0.65979], [-0.22817, 3.46348, -2.98913], [1.08461, -3.70301, 2.65072], [1.02809, -1.60843, -1.78083], [-3.58948, 1.86773, 1.87303], [0.06266, -0.06895, 2.97069], [1.48022, -1.55681, 4.03438], [-0.32703, 3.95068, 0.92380], [1.27420, 0.51853, -1.40255], [-0.67129, 0.15136, -1.99618], [-2.43744, 3.37013, 0.78825], [3.00183, 1.68493, 1.24880], [1.71516, 2.13384, 1.02088], [-2.03862, -0.95586, -0.92258], [-0.89019, -2.18399, -3.48078], [-0.67607, 1.92878, 1.41266], [-2.60006, 1.60505, -3.42384], [-1.72201, 1.09626, 1.19103], [0.91154, 1.41634, -3.49825], [-2.89214, 4.73429, -1.13409], [-1.65483, 2.31393, -4.75118], [-1.95222, -2.99000, -2.30440], [-1.16325, -2.25017, -2.42333], [2.95165, -1.97496, 3.14516], [0.50391, -3.92872, 1.76828], [3.82529, 2.17791, 0.75310], [0.89432, 0.42781, 2.49586], [2.42233, -1.17089, 3.65503], [-1.89234, 4.11232, -3.07849], [5.36590, 0.75338, 1.75295], [-1.69437, -0.88374, -1.95960], [-3.08096, 4.11629, 1.25715], [-2.32647, 3.76031, -0.68494], [-0.42827, -5.65230, 2.63853], [-2.51663, -0.56864, -2.60314], [1.26944, -1.50009, -2.84548], [4.92296, 0.21195, 3.37580], [-1.07758, -5.29459, 0.62499], [-1.10054, 3.66849, 2.49277], [0.24599, -0.33849, -0.21224], [-1.67445, -0.11388, 1.13968], [-0.96649, -4.48998, -0.48944], [3.03590, -0.85700, 4.49939], [-0.36419, 0.76295, -3.53769], [-0.59495, -0.20409, -4.57447], [-0.12477, -3.37094, -0.49748], [-3.54373, 1.57800, 0.13574], [0.52214, -0.25823, -1.26655], [-1.64861, 2.04990, -3.69729], [-1.73670, -6.15055, 0.59762], [-1.05199, 3.32810, 1.45042], [-2.96420, 1.94692, 0.98123]]}